36
Properties=species:S:1:pos:R:3:forces:R:3:lowdin_charge:R:1 method="wB97M-V/def2-TZVPD" total_charge=-1 e_above_lowest_kcal_mol=83.6 mol_weight_g_mol=224.2 energy_ev=-23413.4080
C 2.991 -0.001 -0.081 -0.34 -1.00 1.98 -0.083
C 2.261 1.105 0.759 -0.37 0.45 0.38 -0.297
N 0.823 0.881 0.705 -0.97 -0.49 -0.91 -0.097
C -0.079 1.711 2.660 -2.61 3.70 -0.32 -0.073
C -0.162 1.943 1.115 1.21 -0.93 -0.50 -0.254
C -1.562 1.474 0.418 1.99 0.43 2.13 -0.620
O -1.531 1.557 -0.822 -0.67 -0.23 -0.77 -0.054
O -2.410 1.000 1.188 -0.26 0.51 -0.51 -0.029
H 4.129 -0.038 -0.139 -1.58 0.61 0.11 0.078
H 2.520 -0.097 -1.074 0.39 0.14 0.37 0.065
H 2.693 -0.909 0.546 0.51 0.65 -1.23 0.077
H 2.523 1.159 1.852 0.39 -0.54 -0.94 0.101
H 2.404 2.119 0.432 0.78 0.69 -0.66 0.084
H 0.533 0.465 -0.165 0.16 0.15 -0.42 0.090
H -0.322 2.732 3.184 0.92 -1.67 -0.49 0.092
H -1.012 1.152 2.870 0.99 -0.43 0.15 0.062
H 0.888 1.291 2.904 -0.33 -0.02 0.52 0.039
H 0.092 2.999 0.648 -0.24 -1.69 1.29 0.140
H 0.443 -3.949 -0.043 -0.47 -0.23 -1.40 -0.013
H 0.912 -3.079 1.040 -0.08 1.29 0.75 0.001
O 1.042 -3.936 0.683 0.81 -1.10 1.22 -0.052
H -2.859 -1.204 -0.552 -1.45 -1.21 2.64 -0.036
H -2.276 -0.008 -1.171 -0.15 -0.46 -0.43 0.032
O -2.481 -0.971 -1.354 1.14 2.12 -2.24 -0.057
H -1.175 -1.090 -2.446 0.55 -0.53 1.08 0.029
H -0.932 -1.691 -3.652 -1.94 -1.05 -4.93 -0.014
O -0.475 -1.618 -2.895 1.38 1.59 3.55 -0.024
H -3.702 -0.480 1.522 0.88 0.04 -0.15 0.039
H -2.504 -1.439 1.459 3.85 0.40 0.75 -0.022
O -3.394 -1.379 1.346 -4.77 -0.93 -0.55 -0.036
H 1.625 -3.015 -1.648 1.18 0.91 0.45 0.012
H 0.196 -2.957 -2.121 -0.74 1.04 -0.65 -0.027
O 0.901 -3.548 -1.895 -0.32 -2.30 -0.21 -0.054
H -0.654 2.847 -1.947 -0.39 -0.60 0.50 -0.001
H 0.502 3.486 -1.278 2.08 -0.16 3.72 -0.068
O 0.049 3.486 -2.048 -1.53 0.85 -4.27 -0.031